Entry from the OMol25 dataset: a structure of composition C32H51AsCrN6O3S3Si3 (wB97M-V/def2-TZVPD).

Structure (XYZ):
```
100
Properties=species:S:1:pos:R:3:forces:R:3
C 2.827890 2.355390 -0.513511 0.00 0.04 0.01
C -0.687583 3.584214 -1.913061 -0.01 -0.02 -0.01
O -0.044323 1.255100 1.172250 0.09 0.25 -0.02
H -6.272805 -0.885352 0.714560 0.01 0.01 0.00
H 1.228554 1.490795 3.935636 -0.03 -0.04 0.02
C 0.526673 -5.951532 0.923866 0.01 0.00 0.00
H 1.315191 -3.858431 -2.906443 -0.01 0.00 0.00
H -3.180203 1.729112 -2.047032 0.01 -0.01 0.00
C 0.309511 1.084806 4.364209 -0.01 -0.03 0.05
H -0.219809 -3.320413 3.948164 0.02 -0.01 0.00
C -5.375310 -1.275416 -1.214795 -0.02 0.01 0.00
Si 2.640949 1.102710 -1.890586 -0.04 -0.06 -0.04
H -1.989081 -4.275363 -0.616072 0.00 0.00 0.00
H 4.120155 2.240704 -3.452823 -0.01 0.01 -0.02
H 1.039710 -2.104174 -5.604312 0.01 0.00 0.01
C -6.020162 -0.352913 -0.201271 0.00 -0.01 -0.01
C 0.914634 -3.557820 0.969758 -0.02 -0.02 0.04
H 2.000865 -0.743364 -5.038140 0.01 0.02 0.02
H -0.592844 4.437749 -2.588408 -0.02 0.00 0.01
H 2.059005 -3.018449 5.252100 0.00 0.00 0.01
H -6.917154 0.117802 -0.601467 0.00 0.00 0.00
N -2.238045 1.706914 0.722419 -0.02 0.05 -0.07
N 0.297227 -2.495145 4.204010 -0.07 -0.01 0.00
C -3.420730 -0.033207 -0.030419 0.00 -0.07 -0.01
Si 0.414781 -1.601073 -3.297844 -0.04 0.02 -0.01
H 2.948834 1.301223 -4.373861 -0.02 -0.02 0.00
C -0.193719 -1.289149 3.859357 0.18 0.10 -0.08
H 2.233671 -5.052906 1.798330 -0.01 0.00 0.01
H 2.464669 -0.679774 4.972059 -0.01 -0.01 -0.02
H 1.435618 -0.482106 6.401859 0.00 0.00 0.00
H 2.349861 2.038166 0.411555 -0.04 0.10 -0.09
N 2.942208 -2.540391 2.002832 0.00 -0.01 -0.01
H 0.188138 3.580983 -1.262730 0.02 -0.02 -0.01
C -0.291725 -3.349673 0.276422 -0.03 -0.04 0.02
H -1.306798 -3.270667 -3.805444 0.00 0.00 -0.01
C -1.919473 4.379065 1.676840 0.01 0.01 -0.01
C -0.668816 -5.738481 0.239872 0.00 0.01 0.00
S -4.839277 0.966705 0.185009 -0.01 -0.01 0.03
N 1.496300 -1.150802 1.148415 -0.21 0.05 0.04
S -1.428636 -1.060759 2.717941 -0.02 -0.09 -0.09
H 3.891420 2.525890 -0.323511 -0.01 -0.01 0.02
H -1.286893 -6.580363 -0.043012 0.00 0.00 0.00
S -3.700872 -1.650086 -0.631135 -0.08 0.05 0.08
H -2.485289 6.379976 2.139071 0.00 0.00 0.00
C 1.166132 -2.407728 5.373149 0.03 0.00 0.01
H -3.167952 1.953932 -3.794676 0.00 0.00 0.00
C -1.070085 2.067654 1.168144 0.01 -0.06 0.02
H 2.613568 -2.662790 -2.865036 -0.03 -0.01 -0.01
H -0.516487 1.276770 3.686008 0.02 -0.01 0.05
H 3.348238 -1.171601 -1.069451 -0.02 0.01 0.06
C -0.893238 3.417530 1.718392 -0.01 0.02 -0.02
H 0.642948 -2.728012 6.276016 -0.01 0.01 0.00
C 0.334142 3.764883 2.295682 0.02 0.02 -0.06
As 0.406206 0.295923 -1.855956 0.10 0.04 -0.13
C -1.331210 -2.259369 -3.389545 0.08 -0.01 -0.01
C 3.066913 1.946649 -3.503619 0.06 0.01 0.05
H 1.556033 -2.870970 -1.466749 0.00 0.00 -0.02
N 0.436687 -0.342995 4.551919 -0.03 -0.04 0.02
H -1.950888 -1.648007 -4.048416 -0.01 0.02 0.01
C -0.462478 5.971727 2.745290 -0.01 0.00 0.01
H 0.476278 1.499048 -4.987026 -0.01 0.04 0.04
C 1.483165 -0.905792 5.399607 0.00 0.00 0.03
H -1.561070 3.751951 -1.281874 -0.02 -0.01 0.03
C 1.757894 -2.432840 1.351858 0.05 0.06 -0.08
H -5.912192 -2.219388 -1.298835 0.01 -0.01 0.00
H 0.848261 -6.953640 1.170552 0.00 0.00 0.00
H -3.161805 3.201789 0.869624 -0.01 -0.01 0.02
H 4.093667 -0.767716 -2.616804 -0.02 -0.02 0.01
H -2.770109 0.374379 -3.107194 0.02 -0.01 -0.01
O -3.131488 4.141877 1.153885 0.00 0.01 -0.02
C 3.792456 -0.362975 -1.648076 0.01 0.07 0.01
H -1.059048 2.275374 -5.361770 0.00 0.00 0.00
H 1.513619 5.274406 3.248542 0.00 0.00 0.00
H 0.118978 1.568089 5.322634 0.01 0.00 0.01
H -0.300324 6.966512 3.139722 0.00 0.00 0.00
C 2.521761 -0.423811 1.709545 0.02 0.00 -0.03
H 2.389720 3.315160 -0.793794 -0.01 -0.01 -0.01
H 4.699506 -0.036990 -1.132578 0.01 0.02 -0.02
H 0.318639 -0.500970 -5.538972 0.01 -0.04 0.00
C 1.586030 -2.859240 -2.555061 0.02 0.02 -0.03
C 3.431894 -1.277051 2.240947 0.04 -0.05 -0.04
C 1.301683 -4.868280 1.276872 0.00 0.00 0.00
C -0.224307 2.263654 -4.657153 0.02 0.01 0.01
H -1.799282 -2.300463 -2.406576 0.06 -0.01 -0.07
Cr -0.323505 -0.465449 0.459060 -0.27 -0.24 0.61
O -0.727524 -2.145724 -0.090351 0.05 -0.10 -0.17
H 2.481999 2.852193 -3.665722 -0.03 0.00 0.01
C 0.559024 5.023169 2.807220 0.00 0.01 0.01
C -1.683283 5.656173 2.189775 0.01 0.00 0.00
H 1.110456 3.013300 2.330796 0.02 0.03 -0.07
H 2.531549 0.651094 1.671417 0.00 -0.11 0.09
N -2.242423 0.399596 0.236263 0.16 0.08 -0.09
C 1.000541 -1.177453 -5.023548 -0.02 -0.05 0.00
H 3.398336 -3.401907 2.244236 0.01 0.00 0.00
C -1.066756 -4.458812 -0.081471 0.01 0.01 0.01
H 0.282354 3.227362 -4.735948 0.00 0.00 0.01
H 4.374713 -1.108947 2.729853 0.00 0.01 0.00
H -5.318233 -0.806625 -2.196929 0.01 0.00 0.00
Si -0.873052 2.004494 -2.908808 0.00 0.00 -0.07
C -2.662968 1.451362 -2.965732 0.03 0.05 0.00
```
Forces are in eV/Å.

Results
LUMO level (spin up / spin down) = -2.89 / -2.43 eV
2S+1 = 2
electronic energy = -194495.6639 eV
charge = +1
molecular weight = 875.2 g/mol
⟨S²⟩ = 0.76

These are the Mulliken partial charges, in e, on atoms 1 to 2: atom 1 (C): -0.7155, atom 2 (C): -0.9079



Entry from the OMol25 dataset: a structure of composition C32H51AsI2N3O5SbSi3Ti at a distorted geometry (wB97M-V/def2-TZVPD).

Structure (XYZ):
```
99
Properties=species:S:1:pos:R:3:forces:R:3
O -1.044694 1.698332 1.139468 0.18 0.48 -0.19
H 4.763377 3.061108 -4.819356 -0.03 -0.04 -0.02
H 2.051564 -3.556427 0.820885 0.03 0.02 -0.03
H 6.234524 1.223248 0.979551 -0.01 0.00 -0.02
Sb 2.783343 0.017209 -1.865426 0.17 0.09 -0.01
C 2.552192 3.235019 2.979056 0.13 0.28 0.13
C -0.858519 -4.154670 -1.873549 -0.03 0.03 -0.05
H 2.262491 1.857443 4.612099 0.02 0.01 0.00
H -4.338911 0.592782 -2.181908 -0.02 -0.03 -0.01
H 3.779673 3.467345 -1.435171 0.02 0.02 -0.03
C 5.035194 -1.733416 0.364439 -0.05 -0.09 0.10
H 2.283510 -1.490299 1.847867 -0.01 0.13 0.00
C -8.072480 -1.338831 -0.282881 0.01 0.03 0.01
O -1.313426 3.901837 0.729159 -0.05 0.12 0.10
H 5.316370 2.244528 -0.131511 0.02 -0.01 0.02
H -5.482605 -1.209046 1.896667 0.00 0.04 -0.01
H -3.497010 -2.332322 0.791839 0.03 -0.02 0.00
H 6.648375 -1.307186 -2.175475 0.01 0.02 0.00
Ti -0.218165 0.130027 0.470605 -0.38 -1.46 -0.21
C -7.385158 -1.143136 0.908546 -0.01 -0.01 -0.01
C 3.095846 4.293945 3.799020 -0.12 -0.18 -0.12
H 0.804652 -1.148120 -4.484500 0.00 -0.05 0.01
I -1.319536 -1.195598 2.575729 0.11 0.23 -0.04
C 1.546297 2.134369 -4.500138 -0.19 0.10 0.02
H 7.437282 -0.021536 -1.259026 -0.03 -0.04 0.01
Si 5.042203 -0.166461 -0.675539 0.05 -0.01 -0.25
H 1.318643 1.147859 -4.905004 0.03 0.01 -0.05
H 2.002592 -1.033886 -5.774031 -0.01 0.00 0.01
C -0.118680 -4.132355 -0.705937 0.09 -0.04 -0.05
H 3.525775 4.445819 -2.881136 -0.03 0.00 0.01
H 5.446137 1.673843 -3.974138 0.01 0.02 0.01
C 6.528766 -0.285815 -1.809437 0.09 -0.01 -0.05
N -0.019164 -1.744847 -0.757922 -0.60 0.12 -0.10
H 0.680724 -3.187719 1.889883 -0.01 0.03 0.02
N 3.540522 5.124957 4.453187 0.01 0.02 0.01
C -0.685778 -1.781363 -1.927531 0.17 0.09 -0.09
H 4.373646 1.426712 -5.354595 0.01 -0.01 0.02
H 1.410648 -2.616349 -5.252518 0.03 0.02 -0.03
I -3.115193 -5.484217 0.258725 0.01 0.02 0.00
C -6.000155 -1.889373 -1.370215 -0.02 0.04 -0.03
H 6.052455 -2.130072 0.424621 -0.02 0.01 0.04
H 0.112150 -5.050131 -0.182744 -0.01 0.01 -0.01
As -2.827396 -0.190367 -0.349750 -0.19 0.12 0.39
C 1.694961 -1.619331 -4.904475 -0.14 0.07 -0.04
H 0.662061 2.500019 -3.975281 0.01 -0.03 0.00
H 1.751126 2.805597 -5.339476 -0.02 0.00 0.01
H -5.464254 -2.215296 -2.254571 0.00 0.00 0.01
C 2.413611 3.406751 1.608000 0.02 -0.05 -0.05
O 1.684302 -1.531752 1.095449 -0.33 -0.04 0.06
C 1.211977 -2.876769 0.987260 0.01 -0.04 0.00
H -0.848923 -0.820077 -2.397705 -0.04 0.01 0.03
C 0.301211 -2.922916 -0.196031 0.21 0.04 -0.02
C -0.625302 2.429978 -1.073469 -0.02 -0.22 0.15
C 3.125549 3.611620 -2.298815 -0.09 0.11 0.11
C -1.104797 -2.948604 -2.521719 0.09 -0.05 -0.03
H -7.921945 -0.858328 1.804597 0.00 -0.03 0.00
C -5.300412 -1.681757 -0.186008 0.01 -0.05 -0.03
H -1.206815 -5.093977 -2.276227 -0.04 0.00 0.04
O -0.273535 1.141868 -1.135161 0.15 0.40 0.05
H -3.709672 1.089704 1.646931 -0.01 -0.03 0.01
H 1.817122 2.449476 -0.204463 -0.06 -0.01 0.01
C 1.907575 2.358677 0.871004 0.16 -0.08 -0.25
H -2.677420 1.126366 -2.527672 -0.01 0.01 0.02
C -3.291026 0.297939 -2.174792 0.15 0.02 -0.10
C -6.012245 -1.323273 0.957023 0.02 -0.04 0.02
H 2.133956 3.908285 -1.943990 0.02 -0.01 -0.01
H 2.080716 -3.572720 -2.269995 0.01 0.02 -0.02
H -9.145706 -1.204506 -0.320486 0.00 -0.01 0.01
H 3.841737 -3.537964 -2.106474 -0.02 -0.01 -0.02
N 1.533651 1.185906 1.401674 -0.09 0.69 0.44
C -3.886986 1.143577 0.575190 0.07 0.06 0.06
C -3.814797 -1.862994 -0.136216 0.00 -0.06 -0.02
H -4.937837 0.973595 0.352985 -0.02 -0.01 0.00
H 3.104615 -4.222269 -3.557419 -0.01 0.01 0.02
C -1.053591 2.794897 0.378703 0.01 -0.36 0.00
H 4.402909 -2.508541 -0.073504 0.01 0.00 0.02
H -3.602008 2.134578 0.224510 -0.01 0.00 -0.02
C 5.285861 1.315139 0.442420 -0.03 0.11 0.10
H -7.909279 -1.910518 -2.343778 0.01 0.02 0.00
H 2.684864 4.331249 1.118944 0.02 -0.01 0.01
H 4.642168 -2.453785 -5.427016 0.01 0.02 0.02
C 4.715086 -1.738855 -4.600616 0.11 0.05 -0.04
H -3.152486 -0.554297 -2.837408 -0.03 -0.01 0.00
C 1.670737 1.039602 2.725196 0.16 -0.05 0.08
C 4.551252 2.044677 -4.471766 0.11 0.03 -0.06
H 1.345202 0.097113 3.144473 -0.11 0.02 0.02
H -3.471019 -2.509550 -0.942976 0.02 -0.10 0.05
C 3.015944 -3.423886 -2.814131 -0.04 -0.11 0.12
O -0.584749 3.210687 -1.973059 -0.01 0.05 -0.15
H 5.541554 -2.052281 -3.961639 -0.01 -0.01 -0.02
H 6.460638 0.369430 -2.676106 0.01 0.01 0.00
C -7.377441 -1.722354 -1.419843 0.02 -0.01 0.01
Si 3.030752 2.078644 -3.375380 0.25 -0.14 -0.04
Si 3.095451 -1.762334 -3.666470 0.07 -0.12 0.01
H 4.489961 1.404040 1.185643 0.02 -0.02 0.00
H 4.967965 -0.764607 -5.018466 -0.03 0.00 0.00
H -1.630316 -2.912490 -3.466265 0.00 0.00 0.01
H 4.694829 -1.553355 1.387995 -0.02 0.01 -0.03
C 2.179614 2.028627 3.548915 0.00 -0.20 -0.03
```
Forces are in eV/Å.

Results
LUMO level = -2.08 eV
2S+1 = 1
electronic energy = -179051.6256 eV
charge = 0
molecular weight = 1140.4 g/mol

These are the Mulliken partial charges, in e, on atoms 1 to 2: atom 1 (O): -0.7410, atom 2 (H): 0.4290